Entry 1:
The following is a DFT calculation (the ωB97M-V functional and the def2-TZVPD basis) of a single C20H26N2O3S molecule.

Last column: Mulliken charge in e.
Geometry (Å):
S1 -6.05094 -2.66381 0.26003  -0.14
O1 -4.42941 2.43019 0.64880  -0.67
O2 -1.80022 -0.54948 -1.38640  -0.77
O3 4.35366 -1.21806 -0.23918  -0.32
N1 -1.41600 1.57044 -0.73077  0.26
N2 -3.89931 0.26416 0.25700  0.13
C1 -2.78332 1.94016 -1.05123  -1.09
C2 -7.51330 -2.53077 -0.63240  -0.44
C3 6.72469 -1.34215 -0.55227  -0.85
C4 -7.04504 -0.33452 -0.11915  -0.38
C5 5.42240 -0.67344 -0.98817  -0.62
C6 2.09264 -1.38049 0.30144  -0.77
C7 -1.07190 2.57306 1.49627  -1.11
C8 6.44412 -1.17005 1.97380  -1.00
C9 -3.80084 1.58420 0.04377  0.62
C10 0.42089 -0.02524 -0.76745  -0.03
C11 2.73832 0.19234 -1.39944  -0.29
C12 7.28926 -0.80046 0.76152  -0.42
C13 -0.64173 2.52790 0.03143  -0.57
C14 3.09298 -0.78191 -0.46986  0.67
C15 -1.01828 0.30181 -0.97680  0.53
C16 0.77448 -1.01550 0.14465  -0.62
C17 -7.92012 -1.24254 -0.75575  -0.54
C18 -4.84636 -0.30194 1.19693  -1.15
C19 -5.98941 -0.94647 0.48315  0.38
C20 1.41263 0.56322 -1.54092  -0.43
H1 5.25295 -0.86136 -2.05794  0.49
H2 0.00585 -1.49483 0.73192  0.46
H3 2.38062 -2.13960 1.01127  0.43
H4 -2.82541 3.01764 -1.22103  0.34
H5 -7.18956 0.73094 -0.10167  0.48
H6 -5.20922 0.52807 1.81138  0.39
H7 6.89641 -0.77897 2.88259  0.34
H8 -0.45553 3.28619 2.03707  0.43
H9 -0.77181 3.51481 -0.42340  0.35
H10 0.41235 2.25434 -0.02936  0.34
H11 8.29636 -1.20299 0.89337  0.31
H12 -2.11145 2.87528 1.58627  0.29
H13 6.36658 -2.25087 2.06436  0.29
H14 3.48196 0.66426 -2.02193  0.43
H15 -7.98060 -3.41873 -1.00922  0.43
H16 -0.95139 1.59247 1.95164  0.27
H17 5.44076 -0.76509 1.88352  0.20
H18 -4.33365 -1.03243 1.82945  0.44
H19 -3.37421 -0.36236 -0.34892  0.30
H20 -3.06817 1.41103 -1.96600  0.42
H21 -8.81217 -0.94671 -1.27820  0.38
H22 5.48366 0.41223 -0.82879  0.43
H23 7.45964 -1.18806 -1.34481  0.38
H24 1.14756 1.31091 -2.27499  0.46
H25 6.54219 -2.41362 -0.45868  0.27
H26 7.37636 0.28680 0.69308  0.29

* SMILES string: CCCCOc1ccc(C(=O)N(CC)CC(=O)NCc2cccs2)cc1
* E_LUMO: 0.663 eV
* relative energy (zero: lowest compared OMol25 entry of this formula, charge and spin): 16.0 kcal/mol
* calculated total energy: -1511.156880 Ha
* E_HOMO: -8.6396 eV



Entry 2:
The following is a DFT calculation (the ωB97M-V functional and the def2-TZVPD basis) of a single C3H6OS molecule at a distorted geometry.

Last column: Mulliken charge in e.
Geometry (Å):
S1 1.97714 -0.29645 -0.10295  -0.21
O1 -1.30956 -0.02710 -0.72998  -0.33
C1 -2.17128 -0.62495 0.27975  -0.66
C2 -0.58052 0.96167 -0.05651  -0.20
C3 0.62953 0.32030 0.53539  -0.23
H1 -1.46575 -1.26661 0.84676  0.31
H2 -2.89117 -1.33628 -0.22759  0.24
H3 -0.28522 1.61314 -0.87031  0.26
H4 -2.89209 0.14410 0.78779  0.27
H5 0.38660 0.37756 1.62932  0.27
H6 -1.27655 1.48594 0.76933  0.28

* SMILES string: COCC=S
* E_LUMO: -0.483 eV
* relative energy (zero: lowest compared OMol25 entry of this formula, charge and spin): 58.8 kcal/mol
* calculated total energy: -591.239272 Ha
* E_HOMO: -8.8115 eV



Entry 3:
The following is a DFT calculation (the ωB97M-V functional and the def2-TZVPD basis) of 3 unconnected molecules or ions with the total composition C5H10O.

Last column: Mulliken charge in e.
Geometry (Å):
O1 2.74899 0.03023 1.33153  -0.43
C1 -1.62354 1.17449 -0.50025  -0.49
C2 -2.01198 -0.12900 0.20152  -0.47
C3 2.62414 -0.75461 0.42621  -0.05
C4 -0.80734 -0.03487 -0.62653  0.57
C5 0.20030 -0.64699 -1.21753  -1.12
H1 0.71312 0.81192 1.80913  -0.19
H2 0.00860 1.02698 1.71028  0.17
H3 0.86302 -0.11129 -1.89287  0.29
H4 -2.85202 -0.70036 -0.18537  0.23
H5 2.95038 -0.52031 -0.60596  0.23
H6 -1.27311 1.99323 0.12519  0.21
H7 0.38210 -1.70759 -1.05887  0.36
H8 -1.91001 -0.15887 1.28481  0.22
H9 2.18141 -1.75899 0.57065  0.24
H10 -2.19407 1.48601 -1.37194  0.23

* SMILES string: C=C1CC1.[H][H].C=O
* E_LUMO: 0.773 eV
* relative energy (zero: lowest compared OMol25 entry of this formula, charge and spin): 92.5 kcal/mol
* calculated total energy: -271.605273 Ha
* E_HOMO: -9.8899 eV



Entry 4:
The following is a DFT calculation (the ωB97M-V functional and the def2-TZVPD basis) of a molecular structure, C44H49FMgN8O3.

Last column: Mulliken charge in e.
Geometry (Å):
Mg1 -0.57406 0.41416 -0.16516  2.81
F1 -5.12953 3.20905 4.30152  -0.37
O1 -2.43846 0.99539 0.76272  -0.64
O2 -3.01821 -2.51819 -1.46552  -0.79
O3 -1.87410 -0.59767 -1.38575  -0.65
N1 -7.51921 1.91291 4.46531  0.33
N2 -8.97623 2.80902 6.68953  -0.14
N3 -0.46285 -1.59512 0.82887  0.62
N4 0.72911 4.71291 -0.15106  0.06
N5 1.31181 -0.77213 -1.06994  0.99
N6 -5.91117 -1.15289 1.04798  0.35
N7 -0.27071 1.26163 -2.24509  0.71
N8 3.33659 1.26224 -0.21543  0.04
C1 -5.32935 2.17052 3.45458  -0.30
C2 0.87978 0.99035 2.45145  -0.22
C3 -0.39475 4.01855 0.63389  -1.08
C4 4.68557 0.79296 2.16983  -0.62
C5 -7.44203 -2.73193 2.31565  -0.37
C6 -1.27022 -3.28674 2.30249  -1.03
C7 0.35035 3.63089 2.95452  -0.55
C8 -7.97178 3.28352 4.50252  -0.58
C9 -6.74693 0.38707 2.72707  -1.03
C10 1.15379 1.52101 3.70472  -0.96
C11 -7.07186 -3.40115 1.02568  -1.02
C12 -3.76518 -0.83559 0.00534  0.27
C13 -4.35314 1.80587 2.58071  -0.50
C14 -0.02931 -2.54004 -0.01135  0.71
C15 -1.06531 -1.96360 1.96078  -0.42
C16 4.75532 2.03565 1.55736  -0.73
C17 3.93477 -0.19769 1.56985  -0.67
C18 3.26876 0.07439 0.37611  0.59
C19 -6.55460 1.48560 3.53841  -0.61
C20 1.36834 3.79787 -1.13816  -0.30
C21 -1.26976 1.93854 -2.81718  -0.45
C22 0.11789 3.08198 1.68727  0.94
C23 1.68508 -0.17827 -2.36190  -1.34
C24 -7.14407 -1.90956 1.09422  -0.34
C25 0.41246 0.54373 -4.40989  -0.93
C26 -3.48767 0.31925 0.80050  0.62
C27 2.52073 -1.06593 -0.27807  -1.57
C28 -2.81228 -1.38691 -1.04133  -0.55
C29 -1.47001 1.99050 -4.18120  -1.04
C30 -4.54700 0.69555 1.74669  0.64
C31 4.06674 2.21118 0.37274  -0.49
C32 -0.19086 -3.89024 0.25857  -1.09
C33 -8.41650 0.99221 5.11003  -0.65
C34 0.62271 -2.06053 -1.28509  -1.74
C35 -0.60496 1.27317 -4.99573  -0.71
C36 -4.94465 -1.49384 0.16856  -0.36
C37 1.74948 5.34148 0.73073  -0.88
C38 0.55264 0.56122 -3.02729  0.36
C39 0.33768 1.72628 1.38021  0.64
C40 -8.54440 1.36723 6.57980  -0.92
C41 -5.73755 -0.03361 1.84446  -0.03
C42 0.87237 2.85472 3.97200  -1.08
C43 -0.82648 -4.26801 1.42758  -0.64
C44 -8.06077 3.75088 5.94279  -0.71
H1 -9.28522 0.76328 7.10083  0.41
H2 2.43595 5.91010 0.10787  0.36
H3 -7.08792 3.70067 6.42812  0.42
H4 -3.41117 2.33746 2.53516  0.75
H5 0.17180 -4.62781 -0.44443  0.55
H6 2.23557 4.29693 -1.56529  0.47
H7 -7.84128 -3.90540 0.46043  0.27
H8 1.57045 0.89169 4.48326  0.52
H9 -9.92245 2.90215 6.31126  0.40
H10 0.64633 3.56969 -1.91495  0.18
H11 1.09045 -0.04741 -5.01074  0.53
H12 -8.02297 -0.02108 5.05283  0.49
H13 -0.16314 -1.92112 -2.02986  0.51
H14 -6.69385 -2.73159 3.09721  0.22
H15 2.48424 0.53740 -2.17145  0.51
H16 -7.97136 -1.42079 0.59330  0.47
H17 2.22893 -1.74953 0.51892  0.41
H18 -8.95986 3.38336 4.02412  0.25
H19 1.09067 -0.06692 2.31188  0.30
H20 1.65591 2.88011 -0.62822  -0.18
H21 -6.09397 -3.85782 0.96897  0.36
H22 3.85193 -1.17773 2.02248  0.44
H23 -1.75763 -3.54009 3.23335  0.50
H24 -7.68610 -0.14509 2.75893  0.81
H25 -1.38317 -1.15463 2.61027  0.36
H26 -2.29439 2.55576 -4.59171  0.48
H27 -0.73407 1.26933 -6.06983  0.43
H28 5.20727 0.60260 3.09839  0.44
H29 -9.41593 0.98459 4.64565  0.35
H30 -5.13226 -2.36462 -0.44546  0.81
H31 -9.02975 3.07991 7.67223  0.35
H32 -8.47736 4.75206 6.03591  0.37
H33 -0.97986 4.83645 1.05775  0.61
H34 -7.58255 1.29284 7.08341  0.37
H35 2.27465 4.55276 1.26176  0.37
H36 -0.98751 3.49515 -0.11584  -0.16
H37 1.25609 5.99729 1.44292  0.36
H38 0.11397 4.67340 3.15101  0.48
H39 1.05326 3.27719 4.95174  0.43
H40 5.33782 2.84278 1.97924  0.46
H41 -7.28776 3.93214 3.96418  0.41
H42 3.23292 -1.62125 -0.90904  0.45
H43 0.28348 5.46322 -0.67625  0.38
H44 -1.95310 2.44298 -2.14107  0.35
H45 1.32468 -2.82034 -1.65303  0.60
H46 -8.46781 -2.78477 2.65354  0.30
H47 4.11520 3.16381 -0.14655  0.62
H48 2.07660 -0.94247 -3.04548  0.43
H49 -0.96749 -5.31574 1.65774  0.45

* E_LUMO: -4.487 eV
* relative energy (zero: lowest compared OMol25 entry of this formula, charge and spin): 0.5 kcal/mol
* net charge: +2
* calculated total energy: -2669.447438 Ha
* E_HOMO: -11.7403 eV